The following is a DFT calculation (the ωB97M-V functional and the def2-TZVPD basis) of a structure of composition C15H15N3PPb.

* E: -1278.9291 Eh
* net charge: -1

```
35
Properties=species:S:1:pos:R:3:forces:R:3
C -1.404 1.381 -1.998 0.17 0.85 1.17
C -0.061 1.741 -2.298 -0.34 0.62 0.62
C 0.435 2.553 -1.233 -0.67 -0.28 -0.46
C -0.611 2.716 -0.275 -0.19 -0.70 -0.43
C -1.743 1.974 -0.717 0.71 0.24 -1.35
Pb 0.137 -0.399 -0.011 -0.57 0.76 -1.41
P -0.145 -3.203 -0.752 0.05 0.01 0.17
H -2.097 0.857 -2.650 0.17 -0.07 0.14
H 0.471 1.487 -3.210 0.00 -0.06 0.22
H 1.416 3.018 -1.186 -0.13 -0.16 0.01
H -2.723 1.951 -0.254 0.19 -0.12 0.05
H -0.577 3.355 0.605 0.04 -0.19 -0.07
H 0.968 -4.076 -0.474 -0.68 -0.08 -0.20
H -0.375 -3.533 -2.133 0.06 -0.12 0.64
H -1.216 -3.945 -0.137 0.50 -0.35 -0.47
N 3.888 -5.443 8.917 -0.81 1.51 -1.91
C 3.513 -4.750 8.046 0.73 -1.43 1.72
C 3.050 -3.894 6.992 0.09 -0.17 0.12
C 3.492 -4.082 5.676 -0.37 0.33 -0.79
C 3.021 -3.251 4.651 0.49 -0.63 0.56
C 2.214 -2.156 4.979 -0.21 1.02 -0.70
C 1.767 -1.955 6.288 0.14 -0.65 0.86
C 2.148 -2.862 7.286 -0.36 0.96 -0.44
N 1.860 -1.216 3.968 0.13 0.03 1.66
C 1.713 0.177 4.131 0.01 -0.46 0.07
C 1.344 0.681 2.930 0.18 -1.25 -0.48
N 1.264 -0.372 2.013 0.52 -1.13 1.70
C 1.580 -1.501 2.684 -0.02 1.70 -1.22
H 4.202 -4.879 5.453 -0.25 0.17 0.03
H 3.314 -3.414 3.613 0.07 0.08 0.37
H 1.096 -1.123 6.512 0.21 -0.34 -0.06
H 1.750 -2.756 8.297 0.21 0.00 -0.30
H 1.930 0.675 5.061 -0.02 -0.17 0.01
H 1.139 1.696 2.620 0.01 -0.11 0.07
H 1.582 -2.499 2.268 -0.05 0.19 0.09
```
Forces are in eV/Å.